a | Formula: C4H12NP
Source: the Open Molecules 2025 dataset
Level of theory: the ωB97M-V functional and the def2-TZVPD basis

- Kohn-Sham gap: 9.1 eV
- SMILES string: CCCP(C)N
- Total charge: 0
- HOMO level: -0.2929 Eh

Element x y z (Å)
C: 0.416 0.587 2.009
C: -1.055 0.263 1.690
C: -1.046 -0.276 0.295
P: -0.245 0.835 -1.028
C: -0.276 -0.739 -2.630
N: 1.366 0.490 -0.678
H: 0.608 1.455 1.506
H: 0.366 0.699 3.118
H: 1.068 -0.298 1.826
H: -1.582 -0.335 2.351
H: -1.514 1.197 1.547
H: -0.554 -1.174 0.180
H: -2.100 -0.310 -0.109
H: 0.768 -0.869 -2.658
H: -0.708 -0.190 -3.486
H: -0.834 -1.534 -2.206
H: 2.139 0.846 -1.159
H: 1.452 -0.357 -0.225

b | Formula: C4H12NP
Source: the Open Molecules 2025 dataset
Level of theory: the ωB97M-V functional and the def2-TZVPD basis

- Kohn-Sham gap: 9.5 eV
- SMILES string: CCNP(C)C
- Total charge: 0
- HOMO level: -0.3035 Eh

Element x y z (Å)
C: -1.233 1.038 -2.477
C: -0.028 0.813 -1.555
N: -0.592 0.065 -0.253
P: 0.506 0.336 1.092
C: 1.743 -1.049 0.715
C: -0.675 -0.536 2.244
H: -1.774 1.999 -2.394
H: -0.867 0.846 -3.507
H: -1.818 0.115 -2.240
H: 0.743 0.141 -1.809
H: 0.448 1.780 -1.277
H: -1.237 0.720 0.097
H: 2.139 -0.718 -0.302
H: 1.300 -2.029 0.781
H: 2.622 -0.877 1.368
H: -1.570 -0.909 1.749
H: -1.047 0.083 3.065
H: -0.200 -1.405 2.642

Of them, a has the lowest stability.

a | Formula: C4H12NP
Source: the Open Molecules 2025 dataset
Level of theory: the ωB97M-V functional and the def2-TZVPD basis

- Kohn-Sham gap: 9.5 eV
- SMILES string: CC(C)N(C)P
- Total charge: 0
- HOMO level: -0.3102 Eh

Element x y z (Å)
C: -1.053 1.604 -0.643
C: -0.904 0.136 -0.272
C: -1.285 -0.276 1.123
N: 0.817 -0.187 -0.470
C: 1.091 -1.659 -0.401
P: 1.803 1.076 0.014
H: -0.883 1.896 -1.657
H: -2.160 1.837 -0.548
H: -0.392 2.167 -0.030
H: -1.474 -0.535 -0.961
H: -1.118 0.506 1.970
H: -0.936 -1.219 1.446
H: -2.325 -0.330 1.133
H: 1.476 -2.096 0.606
H: 0.166 -2.046 -0.721
H: 1.878 -1.858 -1.041
H: 3.103 0.577 -0.789
H: 2.196 0.406 1.241

b | Formula: C4H12NP
Source: the Open Molecules 2025 dataset
Level of theory: the ωB97M-V functional and the def2-TZVPD basis

- Kohn-Sham gap: 8.1 eV
- SMILES string: C=[PH]=NC.CC
- Total charge: 0
- HOMO level: -0.2996 Eh

Element x y z (Å)
C: -2.059 1.640 -0.536
P: -1.362 0.311 0.260
N: -1.122 -1.066 -0.376
C: -0.857 -2.448 0.000
H: -1.607 2.081 -1.317
H: -2.413 2.227 0.196
H: -2.022 0.194 1.448
H: 0.057 -2.730 -0.314
H: -0.968 -2.458 1.041
H: -1.740 -3.097 -0.282
C: 1.791 0.490 0.728
C: 1.758 0.767 -0.816
H: 2.165 1.421 1.349
H: 0.762 0.472 1.157
H: 2.202 -0.393 0.926
H: 2.723 0.502 -1.195
H: 0.954 0.315 -1.203
H: 1.739 1.773 -1.066

Of them, b has the lowest stability.

a | Formula: C6H14N2
Source: the Open Molecules 2025 dataset
Level of theory: the ωB97M-V functional and the def2-TZVPD basis

- Kohn-Sham gap: 9.8 eV
- SMILES string: C/C=N/[C@@H](N)C(C)C
- Total charge: 0
- HOMO level: -0.3229 Eh

Element x y z (Å)
C: -1.149 -2.640 1.010
C: -0.561 -1.413 0.415
N: 0.132 -1.398 -0.635
C: 0.772 -0.207 -1.076
N: 0.478 0.067 -2.452
C: 0.500 1.183 -0.128
C: -0.926 1.726 0.004
C: 1.273 1.282 1.188
H: -0.952 -3.516 0.395
H: -0.738 -2.793 2.009
H: -2.227 -2.513 1.120
H: -0.571 -0.422 0.987
H: 1.853 -0.366 -0.979
H: -0.518 0.046 -2.640
H: 1.063 -0.473 -3.083
H: 1.010 1.882 -0.805
H: -1.538 1.418 -0.843
H: -1.404 1.384 0.920
H: -0.907 2.816 0.030
H: 0.821 0.675 1.967
H: 1.289 2.310 1.537
H: 2.301 0.948 1.061

b | Formula: C6H14N2
Source: the Open Molecules 2025 dataset
Level of theory: the ωB97M-V functional and the def2-TZVPD basis

- Kohn-Sham gap (alpha / beta): 7.1 / 7.1 eV
- Total charge: 0
- HOMO level (alpha / beta): -0.2303 / -0.2303 Eh

Element x y z (Å)
C: 1.144 1.821 0.327
N: 0.126 -0.494 0.647
C: 0.000 0.975 0.831
N: 1.320 -1.199 1.027
C: -0.706 1.360 1.940
H: -0.655 -0.930 1.139
H: 1.750 -1.633 0.214
H: 2.005 -0.515 1.346
H: 2.077 1.585 0.848
H: 1.308 1.678 -0.742
H: 0.932 2.870 0.536
H: -1.496 0.739 2.347
H: -0.701 2.393 2.258
C: -1.802 -1.293 -1.064
C: -0.426 -0.677 -1.007
C: 0.518 -0.974 -1.942
H: -0.687 0.706 -0.715
H: -1.804 -2.283 -0.595
H: -2.534 -0.658 -0.559
H: -2.132 -1.395 -2.098
H: 0.224 -1.456 -2.864
H: 1.538 -0.620 -1.872

Of them, b has the lowest stability.